1.
Computed, not measured: 2 unconnected molecules or ions with the total composition C5H11NO, with the ωB97M-V functional and the def2-TZVPD basis.

Structure (XYZ):
```
18
Properties=species:S:1:pos:R:3
O 0.5266 -1.4636 -1.5986
N 0.1117 -0.9839 0.6323
C 1.9052 0.2591 -0.6960
C 0.5622 -0.3097 1.7076
C -0.9631 -1.7577 0.5580
C -1.6611 1.5988 -0.6438
C 0.8315 -0.7933 -0.6539
H -1.1660 1.3257 0.2936
H -1.4421 0.8528 -1.4136
H 2.2329 0.3460 -1.7319
H 0.0251 -0.4518 2.6354
H -1.5000 -1.9672 1.4722
H -1.2741 -2.1210 -0.4066
H 1.5700 0.0689 1.7101
H -1.3073 2.5791 -0.9738
H 2.7570 -0.0388 -0.0767
H -2.7415 1.6389 -0.4867
H 1.5329 1.2175 -0.3276
```

Results
spin multiplicity: 1
gap between HOMO and LUMO (spin up / spin down): 7.45 / 7.29 eV
energy relative to the best compared isomer or geometry (same formula, charge and spin): 315.0 kJ/mol

=====

2.
Computed, not measured: 2 unconnected molecules or ions with the total composition C5H11NO, with the ωB97M-V functional and the def2-TZVPD basis.

Structure (XYZ):
```
18
Properties=species:S:1:pos:R:3
O -2.1545 -0.3288 -0.7159
N 0.4741 1.2003 0.3066
C -0.0587 1.9619 -0.5495
C 1.7790 1.5650 0.8323
C -0.2133 -1.5501 -1.3292
C -1.1365 -1.4881 1.0909
C -1.2457 -1.0539 -0.3615
H -0.1588 -2.6393 -1.2512
H -0.4605 -1.2691 -2.3578
H -0.4062 -0.8490 1.6055
H 0.7713 -1.1513 -1.0656
H -2.1130 -1.3699 1.5656
H 2.4427 0.6959 0.7617
H 2.2212 2.4291 0.3177
H -0.7920 -2.5239 1.1510
H 0.4153 2.8841 -0.9134
H 1.6597 1.7991 1.8976
H -1.0241 1.6882 -0.9848
```

Results
spin multiplicity: 1
SMILES: CC(C)=O.C=NC
gap between HOMO and LUMO: 10.31 eV
energy relative to the best compared isomer or geometry (same formula, charge and spin): 159.0 kJ/mol

=====

3.
Computed, not measured: a single C5H11NO molecule in a non-equilibrium geometry, with the ωB97M-V functional and the def2-TZVPD basis.

Structure (XYZ):
```
18
Properties=species:S:1:pos:R:3
O -1.3312 0.2373 -1.4660
N -0.7026 -0.1907 0.6027
C -0.4358 0.4293 -0.6346
C 1.1548 0.5836 -2.5050
C 0.2360 -0.5714 1.6965
C -0.1975 -1.1291 3.0383
C 0.9074 0.9003 -0.9952
H -0.2128 -2.2283 3.1788
H 1.0908 -0.0181 1.7404
H 0.4465 -0.6631 3.9500
H 0.9387 -1.3038 1.0809
H -1.2934 -1.0044 3.1587
H 1.0757 1.9045 -1.0716
H 1.5602 0.3271 -0.3835
H 1.4857 -0.3613 -2.7140
H 0.1487 0.7012 -3.0427
H 1.8698 1.3449 -2.7893
H -1.5311 -0.5380 0.8009
```

Results
spin multiplicity: 1
SMILES: CCNC(=O)CC
gap between HOMO and LUMO: 9.80 eV
energy relative to the best compared isomer or geometry (same formula, charge and spin): 283.6 kJ/mol

=====

4.
Computed, not measured: 2 unconnected molecules or ions with the total composition C5H11NO in a non-equilibrium geometry, with the ωB97M-V functional and the def2-TZVPD basis.

Structure (XYZ):
```
18
Properties=species:S:1:pos:R:3
O 0.9990 1.6139 -0.0141
N 0.8076 -0.4175 1.0393
C 2.6307 0.0255 -0.5278
C 1.3963 0.4429 0.1799
C -2.5001 0.1506 -0.6110
C -1.0431 -0.0990 -0.3143
C -0.6651 -0.3602 1.1350
H -2.7951 1.0776 -0.1147
H -2.6310 0.2917 -1.6897
H 3.3259 0.8468 -0.3677
H 2.4355 -0.0455 -1.6048
H -0.9690 0.4901 1.7511
H -0.2936 1.2001 -0.2961
H -1.0035 -1.2724 1.6561
H -3.2004 -0.6403 -0.2983
H -0.7410 -1.0451 -0.8563
H 3.0297 -0.9179 -0.1605
H 1.2171 -1.3413 1.0939
```

Results
spin multiplicity: 1
gap between HOMO and LUMO: 8.98 eV
energy relative to the best compared isomer or geometry (same formula, charge and spin): 276.0 kJ/mol

=====

5.
Computed, not measured: a single C5H11NO molecule, with the ωB97M-V functional and the def2-TZVPD basis.

Structure (XYZ):
```
18
Properties=species:S:1:pos:R:3
O 0.7009 -0.2753 1.7844
N 1.6392 -0.7654 -0.2700
C 2.3651 0.5163 -0.2785
C -1.4186 -1.3286 -0.1866
C 0.5679 -0.3436 0.5861
C -0.7004 0.0208 -0.1588
C -1.5334 1.1219 0.4826
H -1.6347 -1.6217 0.8469
H -1.0290 2.0941 0.4404
H -2.3459 -1.2791 -0.7580
H -2.4866 1.2145 -0.0503
H 3.1555 0.4784 0.4663
H 1.3032 -0.9662 -1.2126
H 1.6488 1.2929 0.0661
H 2.7272 0.7884 -1.2700
H -1.7398 0.8972 1.5315
H -0.4377 0.3246 -1.1830
H -0.7723 -2.0960 -0.6303
```

Results
spin multiplicity: 1
SMILES: CNC(=O)C(C)C
gap between HOMO and LUMO: 10.44 eV
energy relative to the best compared isomer or geometry (same formula, charge and spin): 117.3 kJ/mol

=====

6.
Computed, not measured: 2 unconnected molecules or ions with the total composition C5H11NO in a non-equilibrium geometry, with the ωB97M-V functional and the def2-TZVPD basis.

Structure (XYZ):
```
18
Properties=species:S:1:pos:R:3
O -1.5371 0.1515 1.3777
N 0.5942 -1.7304 0.7955
C -1.2920 0.6853 0.1188
C 1.2154 -2.9137 0.2001
C 1.3627 -0.7003 0.9575
C -0.8424 2.5715 -1.4647
C -1.0694 2.0112 -0.0872
H -1.1344 2.7043 0.7885
H -1.6473 3.2353 -1.7855
H 2.4686 -0.6724 0.6690
H 1.0752 -3.7732 0.8735
H -0.7514 1.7479 -2.1873
H 0.0613 3.1828 -1.5105
H 0.6806 -3.1185 -0.7863
H 2.2668 -2.7991 -0.0051
H -1.3261 -0.0245 -0.7161
H 0.9674 0.1847 1.3911
H -1.0920 -0.7424 1.3711
```

Results
spin multiplicity: 1
SMILES: C/C=C/O.C=NC
gap between HOMO and LUMO: 9.42 eV
energy relative to the best compared isomer or geometry (same formula, charge and spin): 241.3 kJ/mol

=====

7.
Computed, not measured: a molecular structure, C5H11NO in a non-equilibrium geometry, with the ωB97M-V functional and the def2-TZVPD basis.

Structure (XYZ):
```
18
Properties=species:S:1:pos:R:3
O -0.1930 -2.1117 -0.4514
N -1.5732 -0.1907 -0.3147
C -1.8647 -0.6636 -2.2043
C -0.0720 -0.1516 1.4629
C 1.4049 0.1102 1.3331
C -0.5608 -1.0008 -0.2344
C 1.7407 1.3234 0.4632
H 1.4349 1.1746 -0.5820
H 1.8724 -0.7870 0.9092
H -1.1545 -1.3643 -2.6876
H -0.3427 -1.0362 2.0368
H -0.6273 0.7258 1.8801
H -2.8502 -1.1025 -2.1200
H 1.2407 2.2273 0.8339
H -1.2677 0.7681 -0.4198
H 1.8441 0.2541 2.3270
H -1.8502 0.3076 -2.6951
H 2.8186 1.5174 0.4631
```

Results
spin multiplicity: 1
gap between HOMO and LUMO: 8.67 eV
energy relative to the best compared isomer or geometry (same formula, charge and spin): 450.2 kJ/mol

=====

8.
Computed, not measured: a single C5H11NO molecule in a non-equilibrium geometry, with the ωB97M-V functional and the def2-TZVPD basis.

Structure (XYZ):
```
18
Properties=species:S:1:pos:R:3
O -2.6303 0.5192 0.2405
N -0.3556 0.7196 0.4815
C 1.8042 -0.4808 -0.2801
C -1.4246 -1.4729 -0.1365
C -1.5240 -0.0679 0.1776
C 0.8234 0.0205 0.8822
C -0.2026 1.8901 -0.3520
H 0.8132 -0.8906 1.6315
H 2.5641 -0.8126 0.3630
H -2.3473 -1.9731 -0.1064
H -0.9870 2.1912 -0.3165
H 1.4455 -1.3497 -1.1306
H -1.0281 -1.4689 -1.1590
H -0.8130 -2.0518 0.2351
H 0.4634 2.6427 0.2313
H 0.0284 1.5838 -1.3115
H 1.9633 0.5046 -1.0092
H 1.4070 0.4964 1.5591
```

Results
spin multiplicity: 1
SMILES: CCN(C)C(C)=O
gap between HOMO and LUMO: 9.86 eV
energy relative to the best compared isomer or geometry (same formula, charge and spin): 542.9 kJ/mol

=====

9.
Computed, not measured: a single C5H11NO molecule in a non-equilibrium geometry, with the ωB97M-V functional and the def2-TZVPD basis.

Structure (XYZ):
```
18
Properties=species:S:1:pos:R:3
O -1.5477 -2.0170 0.9797
N -1.3158 1.3960 0.5799
C -0.5275 0.0939 0.4810
C 0.2552 -0.0922 -0.8205
C 2.7582 0.3530 -0.3832
C 1.5168 0.8867 -1.0465
C -1.5954 -0.9708 0.3587
H -2.3796 -0.7807 -0.3954
H 0.8470 -0.9713 -0.8802
H 2.2574 0.0763 0.4856
H 2.9644 -0.4863 -1.1993
H -1.9677 1.2371 1.3499
H 3.5988 0.9686 -0.4451
H 1.2070 1.8271 -0.6937
H 1.7269 0.9775 -2.1116
H -0.0553 -0.2232 1.3832
H -0.3372 -0.0671 -1.6827
H -0.7136 2.1822 0.7560
```

Results
spin multiplicity: 1
SMILES: CCC[C@@H](N)C=O
gap between HOMO and LUMO: 10.65 eV
energy relative to the best compared isomer or geometry (same formula, charge and spin): 250.8 kJ/mol

=====

10.
Computed, not measured: a single C5H11NO molecule in a non-equilibrium geometry, with the ωB97M-V functional and the def2-TZVPD basis.

Structure (XYZ):
```
18
Properties=species:S:1:pos:R:3
O 1.6511 2.2281 0.9324
N 0.0991 0.9030 -0.3655
C 0.8262 2.1829 -0.1949
C -1.3648 -1.6014 -0.4665
C -0.0728 -1.5001 0.3220
C 0.2471 -0.0195 0.7537
C -1.7544 -2.7374 -1.0607
H -2.4066 -2.5931 -1.9107
H 1.3235 -0.0617 0.9002
H 0.0700 2.9665 -0.0824
H -0.8650 1.1909 -0.4641
H 0.7792 -1.6303 -0.3434
H -0.0297 -2.1569 1.1844
H -0.2278 0.2238 1.7066
H 1.3733 2.4389 -1.1059
H -1.6523 -3.6930 -0.5667
H 2.5246 2.5158 0.6681
H -1.7655 -0.6559 -0.8095
```

Results
spin multiplicity: 1
SMILES: C=CCCNCO
gap between HOMO and LUMO: 9.58 eV
energy relative to the best compared isomer or geometry (same formula, charge and spin): 283.0 kJ/mol